[1]
# C20H21NO6

One molecule with the formula C20H21NO6 at a distorted geometry (the ωB97M-V functional and the def2-TZVPD basis, OMol25).

Computed properties:
Energy above the lowest of the compared OMol25 structures with the same formula, charge and spin: 392.9 kcal/mol
E_HOMO: -8.7 eV
Multiplicity: 1

Geometry as XYZ:
```
48
C20H21NO6, DFT the ωB97M-V functional and the def2-TZVPD basis
C 6.837 2.072 0.366
C 6.686 1.350 -0.931
C 5.460 0.357 -1.063
O 4.409 1.206 -1.057
C 3.247 0.766 -1.059
C 3.158 -0.828 -1.038
C 1.948 -1.425 -1.005
C 0.662 -0.446 -1.310
C 0.891 0.910 -1.341
C 2.113 1.407 -1.158
H 2.300 2.321 -1.396
H 0.067 1.543 -1.494
C -0.709 -0.921 -1.189
N -1.541 -0.650 -0.236
C -2.702 -0.988 0.119
O -3.076 -2.137 -0.363
C -3.340 -0.425 1.499
C -2.597 0.143 2.414
C -3.465 0.736 3.354
C -4.650 0.524 3.473
C -5.378 0.066 2.395
C -4.639 -0.761 1.344
H -5.304 -1.219 0.544
O -6.649 -0.142 2.761
C -6.957 0.834 3.703
O -5.654 1.105 4.405
H -7.438 1.723 3.964
H -7.406 0.009 4.584
H -2.673 1.173 4.278
H -1.591 0.182 2.402
H -1.214 0.241 0.153
H -0.650 -2.079 -1.183
C -1.415 -0.879 -2.666
H -0.698 -0.107 -3.189
C -1.588 -2.099 -3.384
O -1.260 -2.480 -4.641
O -2.469 -2.881 -2.886
H -2.673 -2.942 -1.804
H -2.332 -0.378 -2.536
H 1.756 -2.576 -1.239
H 3.895 -1.607 -0.896
H 5.873 -0.482 -1.913
H 5.746 -0.237 -0.125
H 7.835 0.826 -0.997
H 6.812 2.066 -1.962
H 7.562 2.885 0.399
H 6.946 1.501 1.296
H 5.864 2.743 0.608
```

***

[2]
# C20H21NO6

C20H21NO6 as an isolated structure at a distorted geometry (the ωB97M-V functional and the def2-TZVPD basis, OMol25).

Computed properties:
Energy above the lowest of the compared OMol25 structures with the same formula, charge and spin: 443.3 kcal/mol
E_HOMO: -7.4 eV
Multiplicity: 1

Geometry as XYZ:
```
48
C20H21NO6, DFT the ωB97M-V functional and the def2-TZVPD basis
C -0.149 5.363 -2.193
H 0.729 5.604 -1.716
O 0.251 4.307 -3.241
C 0.831 3.266 -3.024
C 1.112 2.881 -1.902
C 1.852 1.851 -1.538
C 2.099 1.111 -2.545
C 1.897 1.244 -3.974
C 1.233 2.469 -4.185
H 0.818 2.748 -5.086
H 2.274 0.682 -4.649
H 2.894 0.018 -2.523
N 2.182 1.304 -0.388
C 2.160 1.924 1.025
O 1.519 2.912 1.042
C 2.654 1.255 2.175
O 2.716 -0.223 1.839
C 1.744 -0.969 1.741
C 2.164 -2.536 1.544
C 1.078 -3.234 1.464
C -0.266 -2.887 1.331
C -0.467 -1.332 1.695
C 0.582 -0.578 1.825
H 0.261 0.582 1.992
O -1.589 -1.149 1.478
C -2.873 -1.896 1.170
C -4.328 -1.138 1.565
H -4.009 -1.175 2.758
H -5.056 -1.582 1.330
H -4.275 -0.123 1.298
C -2.633 -3.289 1.688
C -1.369 -3.868 1.272
O -1.204 -5.051 1.259
H -3.626 -3.862 1.204
H -2.912 -3.181 2.739
C -2.662 -1.875 -0.282
H -1.879 -2.422 -0.880
H -3.719 -2.240 -0.572
H -2.820 -0.797 -0.761
O 1.483 -4.473 1.253
H 0.373 -5.080 1.277
H 3.160 -2.500 1.625
H 3.670 1.625 2.293
H 1.942 1.344 2.956
H 2.952 0.526 -0.310
H 0.931 3.460 -0.839
H -0.910 4.863 -1.511
H -0.818 6.120 -2.718
```